Record 1
The following is a quantum chemistry calculation of a molecular structure, C37H32LaN6OS3, from OMol25.

Structure (XYZ):
```
80
C37H32LaN6OS3 | OMol25 | ωB97M-V with the def2-TZVPD basis set
La -0.34697 -0.10847 -0.85927
C -2.81685 -2.64743 -1.79030
N -2.22650 -1.37872 -2.11185
C -2.82594 -0.67833 -3.01878
C -2.30590 0.52719 -3.52337
C -2.76050 1.43357 -4.49253
C -1.76629 2.39526 -4.54316
C -0.73764 2.00087 -3.67873
N -1.03902 0.88120 -3.04554
C -1.82789 -3.48425 -1.04416
C -0.80178 -4.24268 -1.65695
C 0.08182 -5.00661 -0.88296
C -0.12656 -5.16836 0.46458
C -1.11564 -4.40926 1.07567
C -1.90433 -3.55320 0.34003
H -3.16960 -3.22183 -2.69357
H -3.71384 -2.51969 -1.19807
H -3.83140 -0.97769 -3.33490
H -3.67369 1.33933 -5.04757
H -1.67162 3.26059 -5.21069
H 0.18573 2.54035 -3.62516
H -0.61444 -4.07494 -2.73598
H 0.90259 -5.56116 -1.37357
H 0.55933 -5.77419 1.07948
H -1.23661 -4.31005 2.17390
H -2.74117 -3.04934 0.81520
N 1.34765 -1.88267 0.31284
C 2.75316 -1.66200 0.06587
C 3.73825 -1.93499 0.96135
C 5.07538 -1.59723 0.68553
C 5.46437 -1.20689 -0.57556
C 4.48020 -0.91622 -1.55765
C 4.70150 -0.68247 -2.91443
C 3.66158 -0.45338 -3.78904
C 2.34446 -0.35161 -3.24606
N 2.10370 -0.67991 -2.00389
C 3.11500 -1.01955 -1.17618
H 1.16430 -1.76368 1.29169
H 0.99698 -2.78804 -0.03153
H 3.43795 -2.24264 1.95256
H 5.81740 -1.74427 1.43667
H 6.47977 -1.17526 -0.90985
H 5.69606 -0.80358 -3.32117
H 3.81621 -0.26650 -4.88081
H 1.54686 0.05598 -3.86038
O -0.89258 -0.14910 1.27570
C -1.19581 0.80401 2.27532
C -1.57337 0.12223 3.54418
C -1.65085 -1.20487 3.76108
C -2.16473 -1.56266 5.00525
C -2.33591 -0.48786 5.82786
S -2.23494 0.92774 4.91376
C 0.04413 1.63569 2.59901
C 0.19009 2.96812 2.89350
C 1.51800 3.33279 3.26847
C 2.29779 2.21930 3.41719
S 1.50152 0.78526 2.92392
C -2.32767 1.69384 1.67819
C -2.94123 2.85028 2.05690
C -3.73651 3.40326 1.03025
C -3.85979 2.57307 -0.03660
S -2.88744 1.20898 0.10853
H -1.47539 -1.91643 2.97514
H -2.34418 -2.58333 5.30084
H -2.65000 -0.55102 6.85399
H -0.56108 3.77157 2.70009
H 1.79638 4.33756 3.32565
H 3.34684 2.23915 3.80316
H -2.87378 3.23814 3.04351
H -4.20475 4.35486 1.11286
H -4.39937 2.70245 -0.94820
N 0.65796 4.44826 -0.10877
C 1.99802 3.93303 -0.15501
C 1.86484 2.67537 -0.62361
N 0.52398 2.35148 -0.72022
C -0.18016 3.46028 -0.41188
H 0.35428 5.37427 0.17864
H 2.87133 4.57837 -0.08119
H 2.56699 1.92591 -0.81676
H -1.25869 3.44276 -0.49244
```

Summary:
net charge = +1
highest occupied orbital energy = -9.97 eV
multiplicity = 1
Kohn-Sham gap = 7.15 eV
relative energy (zero: lowest compared OMol25 entry of this formula, charge and spin) = 0.0 kcal per mole
DFT total energy = -83239.5705 eV

***

Record 2
The following is a quantum chemistry calculation of a molecular structure, C37H32N6O2P2SSe2Ti, from OMol25.

Structure (XYZ):
```
83
C37H32N6O2P2SSe2Ti | OMol25 | ωB97M-V with the def2-TZVPD basis set
Ti 7.62326 11.42978 11.40856
Se 14.29605 10.53527 10.42431
P 13.53765 10.57684 12.47679
C 13.56248 9.01068 13.32320
C 12.73236 7.93735 13.03338
C 12.82856 6.79700 13.84920
C 13.70569 6.67592 14.91397
C 14.57926 7.74009 15.16019
C 14.58920 8.82821 14.30312
C 14.26751 11.93280 13.45482
C 14.33453 11.80696 14.83040
C 14.84958 12.85483 15.58275
C 15.41304 13.96186 14.99151
C 15.48433 13.99337 13.60101
C 14.85442 13.00930 12.82016
C 11.93529 11.09490 11.89479
C 10.79480 11.31224 12.63927
N 9.75056 11.25982 11.74749
N 10.24055 11.11732 10.52968
N 11.55538 10.89968 10.59152
P 10.44668 12.03383 14.23461
Se 8.16096 12.21647 14.00710
C 10.81457 11.07655 15.74136
C 11.70511 11.58853 16.70696
C 11.88742 10.90280 17.95734
C 11.39655 9.65628 18.19662
C 10.63162 9.06750 17.17118
C 10.35303 9.77499 15.95843
C 10.89393 13.73958 14.27539
C 10.07066 14.49658 15.14624
C 9.86743 15.84355 14.94023
C 10.65505 16.47694 13.94266
C 11.56732 15.79141 13.24546
C 11.65242 14.38174 13.32354
H 12.05510 8.01008 12.17840
H 12.27833 5.89224 13.52151
H 13.63486 5.86722 15.60608
H 15.24156 7.61776 15.99734
H 15.28060 9.61398 14.51531
H 14.02583 10.87298 15.29180
H 14.79324 12.73341 16.64178
H 15.86679 14.81713 15.55561
H 15.97351 14.84232 13.13428
H 15.03429 12.97453 11.74289
H 12.31522 12.49997 16.49680
H 12.47183 11.39934 18.72467
H 11.55785 9.11647 19.15397
H 10.34095 8.03632 17.18997
H 9.70828 9.24375 15.25316
H 9.75071 14.00546 16.08404
H 9.11905 16.37159 15.53696
H 10.58168 17.55903 13.73124
H 12.23558 16.34852 12.56548
H 12.48788 13.83710 12.88397
O 5.70626 11.16196 11.97360
S 5.93386 9.65770 11.31467
N 7.47571 9.75853 10.89192
C 9.51313 16.21081 7.36785
N 8.64775 15.49375 8.33193
N 8.43181 14.06840 8.22057
C 8.05345 13.63665 9.49582
O 7.63595 12.44137 9.68731
C 7.97608 14.77306 10.32737
C 8.26312 15.91653 9.53582
C 8.34507 17.36929 9.99253
C 8.01764 13.36692 7.01298
C 7.24186 14.07507 6.00142
C 6.84805 13.47348 4.81301
C 7.31026 12.18657 4.52237
C 7.99646 11.47482 5.49523
C 8.30149 12.00403 6.77834
H 10.51978 16.25209 7.76899
H 9.06308 17.20547 7.29019
H 9.55376 15.67966 6.39079
H 7.80616 14.76133 11.43418
H 9.38600 17.69301 9.87890
H 8.01876 17.52372 11.03952
H 7.72089 18.08761 9.38091
H 6.89561 15.04106 6.26593
H 6.22695 14.01922 4.08180
H 7.12969 11.73421 3.49858
H 8.37111 10.50754 5.25836
H 8.76826 11.46911 7.58128
```

Summary:
net charge = +1
highest occupied orbital energy (alpha / beta) = -8.73 / -8.73 eV
multiplicity = 2
Kohn-Sham gap (alpha / beta) = 5.65 / 4.59 eV
expectation value of S² = 0.755
relative energy (zero: lowest compared OMol25 entry of this formula, charge and spin) = 28.0 kcal per mole
DFT total energy = -235136.6899 eV

***

Record 3
The following is a quantum chemistry calculation of a molecular structure, C37H33AsN8O6PRb, from OMol25.

Structure (XYZ):
```
87
C37H33AsN8O6PRb | OMol25 | ωB97M-V with the def2-TZVPD basis set
Rb 1.73019 0.72296 1.66762
C 7.32010 0.27404 -1.51806
N 6.49773 0.32191 -0.31845
C 6.98132 0.50666 0.94095
C 5.88698 0.50468 1.76704
N 4.75347 0.32463 1.04104
C 5.13091 0.21523 -0.21947
P 4.16368 -0.01787 -1.73385
C 3.06013 1.42885 -1.67517
N 2.82295 2.21815 -0.64780
C 1.98955 3.20027 -1.09568
C 1.73078 3.01983 -2.42606
N 2.43452 1.90665 -2.79933
C 2.46374 1.36376 -4.14474
C 3.09154 -1.42760 -1.31253
N 2.73111 -1.86373 -0.11984
C 2.04372 -3.02149 -0.31690
C 1.97917 -3.30439 -1.65516
N 2.65485 -2.30157 -2.28393
C 2.79443 -2.20975 -3.72673
H 8.36216 0.36271 -1.22593
H 7.07563 1.09227 -2.19262
H 7.18336 -0.66663 -2.04674
H 8.03425 0.62190 1.13640
H 5.86235 0.62310 2.83849
H 1.61769 3.97015 -0.43775
H 1.12585 3.57143 -3.12636
H 2.40386 2.17881 -4.86138
H 1.63227 0.68510 -4.32091
H 3.39639 0.82814 -4.30637
H 1.63004 -3.58295 0.50731
H 1.51795 -4.11047 -2.20249
H 2.91166 -3.20937 -4.13719
H 3.67504 -1.62365 -3.97744
H 1.91383 -1.74961 -4.17512
O 0.17045 2.85519 2.23191
C -0.68600 2.48501 1.39745
O -0.64610 1.47059 0.66108
C -1.95707 3.32426 1.28126
C -2.14894 4.45142 2.05872
C -3.34624 5.14047 1.96744
C -4.36546 4.73272 1.12815
C -4.14783 3.60610 0.36154
C -2.95729 2.90218 0.42287
N -5.21718 3.13452 -0.51538
O -6.24829 3.77473 -0.55133
O -5.03483 2.09966 -1.12527
N -3.55762 6.33089 2.79105
O -4.62698 6.89979 2.69709
O -2.61738 6.74721 3.43467
H -1.36714 4.76758 2.73586
H -5.29797 5.27359 1.07790
H -2.79599 2.01845 -0.17714
C -4.49199 0.48037 3.42811
C -4.57258 0.23611 2.06294
C -3.52171 -0.38255 1.39942
C -2.37930 -0.78011 2.09281
C -2.30328 -0.51525 3.45945
C -3.35230 0.10634 4.12460
As -0.81508 -1.57613 1.24558
C -1.18144 -3.46902 1.66198
C -1.25965 -3.84908 3.00194
C -1.41381 -5.17833 3.36458
C -1.47290 -6.16513 2.38961
C -1.37138 -5.80661 1.05251
C -1.22565 -4.47252 0.69441
C -1.30637 -1.52079 -0.64408
C -0.51130 -0.77541 -1.51044
C -0.82902 -0.68319 -2.85632
C -1.94118 -1.33788 -3.36845
C -2.74598 -2.08091 -2.51423
C -2.42924 -2.16295 -1.16666
H -5.30962 0.96766 3.94486
H -5.45351 0.53269 1.50667
H -3.59455 -0.54104 0.33155
H -1.40798 -0.77449 4.01004
H -3.27383 0.30743 5.18604
H -1.20946 -3.09391 3.77541
H -1.48507 -5.44756 4.41116
H -1.59135 -7.20372 2.67089
H -1.40732 -6.56900 0.28398
H -1.13515 -4.21620 -0.35519
H 0.34489 -0.23855 -1.11977
H -0.21921 -0.07727 -3.51340
H -2.19149 -1.25876 -4.41912
H -3.62539 -2.58429 -2.89594
H -3.07219 -2.73642 -0.50763
```

Summary:
net charge = 0
highest occupied orbital energy = -8.35 eV
multiplicity = 1
Kohn-Sham gap = 8.14 eV
relative energy (zero: lowest compared OMol25 entry of this formula, charge and spin) = 0.0 kcal per mole
DFT total energy = -133889.5868 eV

***

Record 4
The following is a quantum chemistry calculation of a molecular structure, C37H33ClIN8O2SY, from OMol25.

Structure (XYZ):
```
84
C37H33ClIN8O2SY | OMol25 | ωB97M-V with the def2-TZVPD basis set
Y 0.56894 0.10185 -0.03715
C -0.31181 2.05436 2.65748
C -1.03425 0.80420 3.17752
C -0.11910 -0.36297 3.42301
C -0.04800 -0.92840 4.68653
C 0.77641 -2.02040 4.90729
C 1.51370 -2.51373 3.84463
C 1.40325 -1.89062 2.61779
N 0.60372 -0.83734 2.38899
N -0.44332 2.26181 1.20114
C 0.35191 3.46683 0.87008
C 1.82081 3.20458 0.84369
C 2.72218 4.16594 1.26598
C 4.07874 3.92690 1.12613
C 4.48313 2.71938 0.58104
C 3.52097 1.80203 0.21320
N 2.19856 2.02643 0.32487
C -1.83542 2.56097 0.83477
C -1.94795 2.73751 -0.65708
C -2.87302 3.61901 -1.18010
C -2.94041 3.80002 -2.55267
C -2.04641 3.10202 -3.34386
C -1.15199 2.23547 -2.73465
N -1.10173 2.01900 -1.41786
H 0.75383 1.97577 2.87925
H -0.68432 2.94162 3.18272
H -1.80814 0.49092 2.47516
H -1.55170 1.04545 4.10354
H -0.63712 -0.50879 5.49073
H 0.84397 -2.47185 5.88851
H 2.17635 -3.36001 3.95736
H 1.98971 -2.24114 1.78163
H 0.11109 4.27704 1.56697
H 0.08141 3.81350 -0.12392
H 2.35929 5.09103 1.69395
H 4.80362 4.66421 1.44525
H 5.52843 2.47302 0.45858
H 3.80255 0.82821 -0.15513
H -2.17947 3.47291 1.33759
H -2.49614 1.75933 1.15415
H -3.53064 4.15635 -0.51104
H -3.65894 4.48262 -2.98584
H -2.02817 3.22004 -4.41846
H -0.43865 1.70433 -3.34764
Cl 4.06713 -5.80986 -2.64216
C 3.60187 -4.36415 -1.81716
C 4.52944 -3.65305 -1.11890
C 4.17636 -2.46333 -0.44943
I 5.61394 -1.44181 0.66292
C 2.89389 -1.96296 -0.49695
O 2.48435 -0.85433 0.08581
C 1.91301 -2.74157 -1.18698
N 0.63407 -2.26329 -1.13465
C -0.30463 -2.95681 -1.74731
C -0.06123 -4.13792 -2.45700
C 1.21369 -4.62864 -2.51575
C 2.25115 -3.93473 -1.86019
H 5.55123 -4.00466 -1.07532
H -1.31713 -2.56969 -1.68877
H -0.88357 -4.64806 -2.93910
H 1.43228 -5.54397 -3.04893
S 2.77585 0.16548 -4.51072
C 1.22442 -0.52789 -4.68590
C 0.54532 -0.43719 -3.52000
N 1.22916 0.17976 -2.49228
C 2.41943 0.54307 -2.89579
H 0.89836 -0.96140 -5.61727
H -0.46038 -0.79487 -3.36017
H 3.13819 1.03676 -2.25883
N -6.56182 -0.55813 -0.21185
C -5.36306 0.05235 -0.15428
O -5.19418 1.24088 -0.35557
C -4.17922 -0.79849 0.22877
C -4.23733 -1.95388 0.98761
C -3.04289 -2.57443 1.32891
C -1.85398 -2.00469 0.93619
N -1.76938 -0.86298 0.21929
C -2.93094 -0.31233 -0.14833
H -7.36405 -0.00440 -0.46815
H -6.67113 -1.55569 -0.17854
H -5.17759 -2.36750 1.33123
H -3.03496 -3.48592 1.91064
H -0.91697 -2.47131 1.20831
H -2.89458 0.56224 -0.77757
```

Summary:
net charge = +2
highest occupied orbital energy = -12.32 eV
multiplicity = 1
Kohn-Sham gap = 7.24 eV
relative energy (zero: lowest compared OMol25 entry of this formula, charge and spin) = 1.2 kcal per mole
DFT total energy = -87416.9726 eV

***

Record 5
The following is a quantum chemistry calculation of a molecular structure, C37H33LaN4O2P2S2, from OMol25.

Structure (XYZ):
```
81
C37H33LaN4O2P2S2 | OMol25 | ωB97M-V with the def2-TZVPD basis set
La 3.83418 -15.32764 -11.90855
S 5.49904 -17.59501 -11.28804
P 6.33887 -17.16017 -13.12524
C 5.64570 -15.76467 -13.77185
P 6.32960 -14.24650 -13.75933
S 6.10824 -13.26158 -11.93410
C 8.10254 -14.15531 -14.31065
C 9.02998 -13.44243 -13.58187
C 10.37399 -13.32687 -14.00231
C 10.81897 -13.96660 -15.15645
C 9.89109 -14.76273 -15.85399
C 8.53601 -14.75816 -15.47078
C 5.49556 -13.10232 -14.94119
C 5.85469 -11.75957 -15.08593
C 5.31777 -10.98157 -16.10745
C 4.40324 -11.54310 -16.99603
C 3.94674 -12.81873 -16.75668
C 4.44743 -13.56937 -15.70779
C 8.17022 -17.13954 -12.93159
C 9.03765 -17.55226 -13.90715
C 10.43955 -17.54476 -13.66454
C 10.93186 -16.95302 -12.50361
C 10.03849 -16.43594 -11.59633
C 8.70581 -16.57173 -11.79468
C 5.84253 -18.53232 -14.21085
C 5.65103 -18.29084 -15.55696
C 5.21605 -19.29226 -16.44317
C 4.96416 -20.57846 -15.95462
C 5.29105 -20.92445 -14.65838
C 5.69142 -19.88503 -13.79015
H 8.71644 -12.99126 -12.65188
H 11.03612 -12.68799 -13.42438
H 11.81990 -13.80739 -15.48043
H 10.20678 -15.23736 -16.76265
H 7.82891 -15.41583 -16.04547
H 6.58028 -11.31108 -14.38413
H 5.65559 -9.98486 -16.17012
H 4.10459 -10.88866 -17.81271
H 3.27062 -13.22588 -17.47259
H 4.19585 -14.65390 -15.70727
H 8.57218 -17.98818 -14.80524
H 11.19064 -17.96087 -14.34353
H 11.99194 -17.00157 -12.27786
H 10.33267 -15.94852 -10.68820
H 7.99846 -16.34834 -11.02255
H 5.82465 -17.34576 -16.03340
H 5.07771 -19.10211 -17.49419
H 4.68601 -21.33713 -16.65178
H 5.34111 -21.95625 -14.33358
H 5.99112 -20.21914 -12.81243
N 4.22667 -15.31322 -9.26422
C 3.38276 -16.33895 -8.59145
C 1.94225 -16.25790 -9.34843
O 0.93138 -16.09543 -8.70032
O 2.09936 -16.34013 -10.63852
H 5.15676 -15.66082 -9.40817
H 4.26006 -14.53829 -8.63084
H 3.26251 -16.10607 -7.56804
H 3.82414 -17.34707 -8.68840
N 0.21886 -14.53519 -12.60594
C 0.81878 -13.33710 -12.25554
C -0.03810 -12.25166 -12.06252
C 0.49026 -11.03781 -11.66240
C 1.86943 -10.87402 -11.60526
C 2.62439 -12.00160 -11.82787
N 2.12200 -13.22685 -12.10812
C 0.60286 -15.54539 -13.43778
C -0.37327 -16.40681 -13.96362
C 0.02405 -17.40540 -14.87741
C 1.34773 -17.50579 -15.22999
C 2.25095 -16.58342 -14.68161
N 1.89895 -15.70526 -13.76384
H -0.77077 -14.60632 -12.33596
H -1.12867 -12.31492 -12.02048
H -0.17138 -10.18747 -11.37053
H 2.40030 -9.94401 -11.36033
H 3.69399 -12.01009 -11.80460
H -1.43677 -16.34752 -13.71779
H -0.70898 -18.04780 -15.31579
H 1.69587 -18.18297 -16.03884
H 3.31913 -16.64079 -14.93009
```

Summary:
net charge = 0
highest occupied orbital energy = -7.14 eV
multiplicity = 1
Kohn-Sham gap = 7.38 eV
relative energy (zero: lowest compared OMol25 entry of this formula, charge and spin) = 20.1 kcal per mole
DFT total energy = -90072.5913 eV

***

Which of these has the highest DFT total energy?
C37H32LaN6OS3